(1)
DFT (wB97M-V/def2-TZVPD) results for 3 unconnected molecules or ions with the total composition C40H68I2N6O7P2.

## Properties
**2S+1**: 1
**Net charge**: 0
**Gap between HOMO and LUMO**: 7.1 eV

Each line ends with the Löwdin charge.
Atoms and positions in Å:
I1 0.420 -6.317 -1.903  0.7619
I2 1.705 -5.738 1.048  0.7462
P1 -10.495 1.224 3.731  0.7442
P2 9.842 1.133 -2.558  0.7502
O1 -6.244 5.003 3.702  0.0637
O2 -4.495 -1.213 -1.550  0.0799
O3 8.784 0.034 -2.718  -0.3147
O4 1.338 -3.077 -4.445  -0.1179
O5 -4.604 3.409 3.304  -0.0731
O6 -1.288 -4.329 0.454  0.0129
O7 -9.695 1.101 2.428  -0.3126
N1 -9.263 2.104 4.534  -0.3343
N2 -10.385 -0.460 4.108  -0.3204
N3 -11.546 1.387 5.151  -0.2722
N4 11.022 0.074 -1.869  -0.3185
N5 10.980 2.461 -2.258  -0.2706
N6 10.090 1.294 -4.247  -0.3399
C1 -8.588 1.778 5.775  -0.1287
C2 -2.142 -1.760 -2.074  -0.0369
C3 10.545 -1.208 -1.347  -0.1443
C4 4.124 -4.251 -3.979  -0.0718
C5 0.066 -3.249 -2.199  -0.1140
C6 -1.937 -0.598 3.159  -0.0424
C7 -2.971 0.360 2.570  0.0018
C8 10.785 3.743 -2.953  -0.1310
C9 -5.425 2.598 2.419  -0.1615
C10 -0.776 -1.778 -4.254  0.0334
C11 -1.903 -1.996 0.984  -0.0414
C12 -9.018 3.468 4.077  -0.1323
C13 11.328 1.155 -4.991  -0.1315
C14 -1.408 -3.179 0.044  -0.2817
C15 5.084 -1.858 -4.567  -0.3673
C16 -1.139 -2.736 -1.460  0.0017
C17 -4.999 4.243 5.677  0.0173
C18 -2.912 -1.026 0.370  0.0026
C19 -4.528 1.069 0.422  -0.1604
C20 1.140 -4.257 -1.653  -0.6842
C21 2.480 -2.219 -4.084  -0.1422
C22 -1.996 -1.270 -3.506  0.0216
C23 -12.900 0.872 4.799  -0.1419
C24 4.755 -0.318 -4.787  -0.0963
C25 -11.788 2.725 5.714  -0.1316
C26 0.243 -2.724 -3.631  -0.1724
C27 -4.662 2.534 1.009  -0.1492
C28 9.006 1.884 -5.022  -0.1341
C29 -9.878 -1.016 5.352  -0.1450
C30 3.824 -2.827 -4.650  -0.2780
C31 5.944 -1.988 -3.239  -0.0938
C32 -10.007 -1.365 3.019  -0.1453
C33 -3.342 -1.303 -1.136  -0.2764
C34 3.255 -3.521 -0.326  -0.1939
C35 -5.367 4.253 4.122  -0.4436
C36 1.697 -3.916 -0.181  -0.7130
C37 12.378 -0.115 -2.360  -0.1436
C38 10.935 2.803 -0.808  -0.1410
C39 -1.401 -1.789 2.392  -0.0054
C40 -3.476 0.156 1.165  -0.0954
H1 3.679 -3.124 0.655  0.0832
H2 12.164 1.701 -4.540  0.0649
H3 -0.632 -2.477 2.856  0.1095
H4 3.818 -4.493 -0.532  0.0599
H5 11.283 -1.662 -0.677  0.0775
H6 5.414 -1.622 -2.306  0.0814
H7 -8.027 2.626 6.177  0.0682
H8 -4.270 3.398 5.851  0.0817
H9 6.369 -3.031 -3.075  0.0795
H10 -5.331 3.109 0.282  0.1185
H11 -8.933 -1.317 2.804  0.0835
H12 11.607 0.105 -5.090  0.0713
H13 -3.681 3.112 1.019  0.1293
H14 2.234 -1.179 -4.448  0.1280
H15 -10.255 -2.403 3.264  0.0774
H16 -8.966 3.511 2.986  0.0726
H17 -10.265 -0.505 6.232  0.0658
H18 -12.158 3.426 4.961  0.0875
H19 -12.527 2.665 6.520  0.0865
H20 9.642 -1.076 -0.751  0.0705
H21 -8.784 -1.018 5.383  0.0739
H22 6.864 -1.306 -3.368  0.0637
H23 -1.533 -0.433 4.205  0.0952
H24 1.196 -3.044 0.326  0.0816
H25 5.754 0.202 -4.973  0.0724
H26 9.946 3.185 -0.528  0.0797
H27 8.044 1.442 -4.746  0.0564
H28 9.780 4.144 -2.800  0.0874
H29 -8.075 3.876 4.446  0.0499
H30 -2.759 -0.570 -3.945  0.1097
H31 -6.498 2.928 2.335  0.1255
H32 -3.327 1.226 3.189  0.0859
H33 -13.559 0.871 5.669  0.0794
H34 4.329 -4.136 -2.863  0.0573
H35 3.248 -4.960 -4.065  0.0791
H36 -4.459 5.213 5.895  0.0935
H37 -10.903 3.149 6.186  0.0698
H38 11.141 1.937 -0.181  0.0719
H39 3.645 -3.028 -5.760  0.1478
H40 12.876 0.823 -2.600  0.0663
H41 -10.560 -1.133 2.109  0.0704
H42 10.337 -1.923 -2.152  0.0846
H43 2.503 -2.214 -2.941  0.1172
H44 11.508 4.480 -2.588  0.0872
H45 8.931 2.965 -4.851  0.0610
H46 5.776 -2.162 -5.424  0.1398
H47 3.448 -2.820 -1.190  0.0490
H48 -10.205 -2.056 5.465  0.0782
H49 -5.534 0.536 0.352  0.1377
H50 -4.148 1.183 -0.647  0.1182
H51 11.245 1.545 -6.009  0.0788
H52 9.121 1.727 -6.097  0.0804
H53 13.003 -0.574 -1.585  0.0784
H54 -9.278 1.484 6.574  0.0660
H55 -5.939 4.094 6.277  0.0779
H56 4.020 -0.132 -5.623  0.0792
H57 -9.820 4.147 4.394  0.0651
H58 -7.862 0.976 5.625  0.0703
H59 12.408 -0.776 -3.231  0.0746
H60 -13.358 1.485 4.014  0.0797
H61 10.979 3.676 -4.022  0.0701
H62 -12.860 -0.153 4.434  0.0717
H63 2.033 -4.184 -2.356  0.0364
H64 11.684 3.557 -0.558  0.0800
H65 4.354 0.147 -3.830  0.0865
H66 -0.661 -1.417 -5.321  0.1120
H67 -5.444 1.542 2.855  0.1254
H68 5.036 -4.729 -4.440  0.0892

=====

(2)
DFT (wB97M-V/def2-TZVPD) results for 8 unconnected molecules or ions with the total composition C40H70BrFNO27PS7.

## Properties
**2S+1**: 1
**Structure (SMILES)**: C[C@@H](O)Cc1cc(C(=O)NC(=O)F)c2c(c1)C(=O)c1cccc(P(O)Br)c1C2=O.CCOS(C)(=O)=O.CCOS(C)(=O)=O.CCOS(C)(=O)=O.CCOS(C)(=O)=O.CCOS(C)(=O)=O.CCOS(C)(=O)=O.CCOS(C)(=O)=O
**Net charge**: 0
**Gap between HOMO and LUMO**: 8.2 eV

Each line ends with the Löwdin charge.
Atoms and positions in Å:
Br1 -3.293 -0.620 2.036  0.3884
S1 -1.098 5.062 2.280  0.5511
S2 5.304 -10.121 6.751  0.5644
S3 -8.127 6.584 -6.908  0.5642
S4 -1.103 7.694 -2.746  0.5635
S5 -3.738 -3.294 -1.896  0.5544
S6 3.300 9.367 -2.911  0.5706
S7 -0.204 -5.435 -7.286  0.5604
P1 -2.830 -1.640 3.951  0.5970
F1 3.338 0.398 5.874  0.1130
O1 -8.799 7.761 -7.364  -0.2721
O2 4.380 -10.526 7.764  -0.2718
O3 -0.558 -4.428 -8.239  -0.2780
O4 7.377 -4.747 4.000  -0.0255
O5 -0.872 6.790 -3.833  -0.2805
O6 -9.106 5.724 -6.003  -0.2649
O7 0.668 -5.996 0.784  0.1289
O8 -2.546 7.435 -2.140  -0.2613
O9 -1.085 3.984 3.435  -0.2620
O10 4.420 8.519 -3.184  -0.2727
O11 2.436 9.078 -1.805  -0.2821
O12 6.779 -10.126 7.335  -0.2629
O13 -0.241 -1.469 1.824  0.0781
O14 -4.287 -3.315 -0.575  -0.2820
O15 -2.452 -2.372 -1.912  -0.2596
O16 -1.392 -5.648 -6.261  -0.2603
O17 1.326 -0.315 3.674  0.1490
O18 3.791 10.872 -2.782  -0.2608
O19 5.091 -8.885 6.060  -0.2801
O20 -3.448 -4.532 -2.558  -0.2793
O21 -1.425 -0.906 4.374  -0.3768
O22 5.058 -0.901 5.319  0.1707
O23 -6.871 6.708 -6.231  -0.2792
O24 0.108 4.971 1.513  -0.2814
O25 -0.938 9.104 -2.956  -0.2852
O26 -2.363 5.024 1.612  -0.2742
O27 1.022 -5.312 -6.556  -0.2753
N1 3.639 -0.104 3.647  0.1424
C1 4.109 -0.270 4.976  -0.4861
C2 -1.412 -2.659 -0.942  -0.2343
C3 2.337 9.549 -4.367  -0.1135
C4 -1.009 6.490 3.304  -0.1201
C5 -1.586 -5.892 2.621  0.0157
C6 7.182 -9.006 8.159  -0.2440
C7 5.832 10.737 -1.396  -0.0738
C8 2.553 -2.199 2.873  -0.0381
C9 -9.306 6.153 -4.635  -0.2468
C10 -2.756 -5.615 3.296  -0.0432
C11 -0.702 -4.858 2.341  -0.0844
C12 -3.045 -4.309 3.666  -0.0970
C13 5.481 -4.599 2.480  -0.0877
C14 2.370 -0.823 3.413  -0.3317
C15 3.004 -4.821 2.035  0.0713
C16 5.396 -6.051 4.537  -0.0425
C17 -7.986 5.443 -8.237  -0.1204
C18 5.954 -4.782 3.928  -0.4308
C19 -1.543 -4.685 -5.186  -0.2360
C20 3.832 -2.742 2.851  0.0551
C21 -0.984 -3.542 2.702  -0.0768
C22 -2.189 -3.253 3.358  -0.3521
C23 5.514 -11.431 5.598  -0.1200
C24 -0.174 7.165 -1.354  -0.1173
C25 1.476 -2.986 2.443  -0.0019
C26 4.422 11.268 -1.543  -0.2497
C27 -0.319 1.903 2.327  -0.0764
C28 -0.289 -7.012 -8.058  -0.1241
C29 -4.021 7.179 -4.111  -0.0704
C30 6.572 -9.037 9.544  -0.0717
C31 1.721 -4.291 2.044  -0.0677
C32 0.052 -2.522 2.319  -0.2792
C33 4.078 -4.051 2.442  -0.1776
C34 -1.414 2.610 3.089  -0.2425
C35 -2.096 -3.364 -5.679  -0.0613
C36 -10.182 7.382 -4.518  -0.0729
C37 -4.746 -2.306 -2.945  -0.1107
C38 -3.688 7.959 -2.858  -0.2460
C39 -0.596 -3.888 -1.290  -0.0423
C40 0.573 -5.142 1.634  -0.3119
H1 0.232 -4.011 -0.601  0.0615
H2 2.970 9.949 -5.155  0.0755
H3 -4.234 -2.156 -3.890  0.0551
H4 -3.024 -3.522 -6.231  0.0907
H5 0.438 -7.002 -8.867  0.0758
H6 -3.444 -6.410 3.539  0.1120
H7 -0.187 -3.800 -2.297  0.0825
H8 4.311 -5.973 4.618  0.0870
H9 -1.397 -2.862 -6.346  0.0738
H10 6.286 11.158 -0.499  0.0806
H11 -5.668 -2.861 -3.100  0.0799
H12 -1.340 -6.897 2.314  0.1268
H13 -2.291 -2.704 -4.834  0.0586
H14 6.776 -9.990 10.032  0.0853
H15 -3.957 -4.084 4.203  0.0944
H16 -4.141 6.120 -3.884  0.0874
H17 -4.949 7.552 -4.546  0.0662
H18 1.984 8.554 -4.631  0.0801
H19 -1.376 -0.943 5.337  0.0556
H20 -0.791 -1.767 -0.936  0.1258
H21 5.844 9.652 -1.310  0.0705
H22 -8.332 6.304 -4.167  0.1127
H23 6.998 -8.233 10.144  0.0821
H24 -2.232 -5.144 -4.485  0.0994
H25 -4.946 -1.360 -2.449  0.0783
H26 -8.980 5.228 -8.618  0.0757
H27 5.637 -6.918 3.925  0.0851
H28 6.142 -3.907 1.963  0.1307
H29 4.423 12.355 -1.581  0.1207
H30 6.948 -8.080 7.633  0.1095
H31 -1.292 -7.153 -8.452  0.0743
H32 -10.380 7.587 -3.465  0.0818
H33 -0.587 -4.555 -4.678  0.1090
H34 -1.199 -4.794 -1.252  0.0831
H35 5.492 -8.905 9.510  0.0715
H36 5.851 -12.314 6.133  0.0761
H37 3.395 0.879 3.537  0.1447
H38 -9.776 5.298 -4.154  0.1210
H39 8.265 -9.093 8.212  0.1220
H40 0.875 7.206 -1.636  0.0573
H41 -4.503 7.897 -2.140  0.1199
H42 -2.358 2.601 2.543  0.1021
H43 -1.584 2.128 4.049  0.1164
H44 -0.462 6.146 -1.108  0.0712
H45 -0.040 -7.776 -7.327  0.0743
H46 -0.365 7.839 -0.524  0.0780
H47 4.666 -2.144 3.180  0.1170
H48 5.466 -5.570 1.986  0.1201
H49 5.551 -3.941 4.502  0.1325
H50 -7.494 4.543 -7.879  0.0756
H51 4.539 -11.609 5.151  0.0772
H52 -1.915 6.554 3.899  0.0747
H53 6.436 11.009 -2.261  0.0846
H54 -0.126 6.414 3.933  0.0747
H55 -0.926 7.346 2.638  0.0721
H56 -9.705 8.258 -4.954  0.0713
H57 6.233 -11.126 4.844  0.0758
H58 1.495 10.202 -4.155  0.0731
H59 0.623 1.970 2.865  0.0721
H60 7.629 -4.054 4.611  0.0891
H61 3.786 10.965 -0.710  0.1132
H62 -3.516 9.015 -3.073  0.1134
H63 -1.873 -2.735 0.044  0.0800
H64 -11.130 7.228 -5.033  0.0850
H65 -0.174 2.339 1.338  0.0801
H66 -7.385 5.931 -9.001  0.0778
H67 -3.236 7.270 -4.859  0.0728
H68 3.162 -5.839 1.706  0.1371
H69 -0.584 0.854 2.206  0.0287
H70 5.772 -6.206 5.545  0.0726

=====

(3)
DFT (wB97M-V/def2-TZVPD) results for 5 unconnected molecules or ions with the total composition C40H70F9IN4O10S2.

## Properties
**2S+1**: 1
**Structure (SMILES)**: CC[C@@H](I)N(CCCCN)[C@@](S)(CCCN)[C@H](O[C@H](C[C@H]1CO1)S(=O)(=O)C(F)(F)C(F)(F)C(F)(F)C(F)(F)F)N(C(C)=O)C(C)=O.C1CCOC1.C1CCOC1.C1CCOC1.C1CCOC1
**Net charge**: 0
**Gap between HOMO and LUMO**: 8.9 eV

Each line ends with the Löwdin charge.
Atoms and positions in Å:
I1 5.211 -1.199 2.801  0.7935
S1 1.258 -0.678 -0.247  0.9364
S2 -3.021 1.077 0.708  0.8210
F1 -1.895 4.318 0.644  0.1663
F2 -2.062 3.246 2.535  0.1366
F3 -1.478 6.074 2.910  0.1989
F4 -4.262 3.261 -0.168  0.1470
F5 -4.681 2.610 1.850  0.1392
F6 -3.284 7.230 3.042  0.2038
F7 -3.855 4.723 3.467  0.1866
F8 -4.596 5.375 1.520  0.1828
F9 -2.410 6.854 1.128  0.2060
O1 -1.804 2.794 -3.337  -0.0325
O2 -1.035 -0.656 4.267  0.1267
O3 -6.770 -0.874 -3.424  -0.1602
O4 -3.929 0.418 -0.182  -0.2519
O5 -2.919 0.574 2.049  -0.2432
O6 -3.646 -5.797 -2.935  -0.1391
O7 1.282 2.242 4.693  0.1057
O8 -0.354 1.375 0.927  -0.1224
O9 10.068 2.786 -0.770  -0.1526
O10 -2.905 -2.838 -6.905  -0.1378
N1 3.449 -4.788 2.646  -0.0029
N2 0.047 1.048 3.239  0.1010
N3 7.646 3.282 1.764  0.0012
N4 2.601 0.189 1.967  -0.1278
C1 1.317 -0.419 1.613  -0.5181
C2 2.011 -2.949 1.787  -0.2238
C3 9.291 1.601 -0.973  -0.2146
C4 -2.189 2.256 -2.123  -0.3550
C5 3.997 2.320 1.563  -0.1924
C6 0.016 0.419 1.941  -0.2609
C7 -5.548 -7.163 -2.614  -0.1663
C8 -2.760 3.864 1.563  -0.3594
C9 -3.841 -2.135 -7.724  -0.2071
C10 1.017 -1.840 2.162  -0.1967
C11 5.514 2.106 1.536  -0.2494
C12 -0.854 0.528 4.209  -0.4486
C13 -7.050 -0.796 -1.077  -0.1595
C14 -3.398 -2.906 -5.565  -0.2053
C15 -4.578 -1.950 -5.484  -0.1708
C16 -1.335 0.966 0.013  -0.3680
C17 -2.630 6.339 2.317  -0.5885
C18 -7.405 -2.197 -1.573  -0.1610
C19 11.572 1.004 -1.156  -0.1723
C20 6.269 3.386 1.244  -0.2911
C21 3.308 0.041 3.163  -0.5490
C22 -1.034 1.600 -1.354  -0.0659
C23 -3.507 5.060 2.229  -0.3646
C24 -4.734 -4.945 -2.585  -0.2165
C25 -6.007 -5.729 -2.874  -0.1724
C26 2.704 -0.571 4.405  -0.2953
C27 -2.189 3.727 -2.235  -0.0448
C28 2.250 -3.978 2.894  -0.2876
C29 3.114 1.187 1.012  -0.2038
C30 -5.124 -2.018 -6.908  -0.1611
C31 11.441 2.518 -1.051  -0.2119
C32 -7.636 -1.950 -3.058  -0.2014
C33 10.199 0.617 -1.699  -0.1716
C34 0.979 3.327 2.637  0.0334
C35 -3.706 2.817 0.952  -0.4556
C36 -1.576 1.492 5.088  0.0327
C37 -4.121 -7.128 -3.149  -0.2017
C38 0.823 2.176 3.576  -0.4431
C39 -6.241 -0.256 -2.247  -0.2056
C40 3.613 -0.376 5.634  -0.1154
H1 -1.278 -0.120 -0.110  0.1137
H2 -7.403 -2.821 -3.675  0.1055
H3 8.395 1.853 -1.541  0.1131
H4 3.000 -0.107 6.490  0.0757
H5 -5.186 -0.527 -2.155  0.1004
H6 9.929 -0.421 -1.510  0.1103
H7 -8.272 -2.633 -1.079  0.1135
H8 11.710 3.003 -1.996  0.1152
H9 -2.592 -2.651 -4.875  0.1195
H10 -5.546 -7.368 -1.542  0.1139
H11 -6.556 -2.869 -1.429  0.0976
H12 4.017 -4.329 1.947  0.0333
H13 -4.095 -7.342 -4.222  0.1176
H14 -3.431 -1.146 -7.958  0.1158
H15 6.345 3.575 0.173  0.1118
H16 10.161 0.788 -2.778  0.1119
H17 -1.768 1.018 6.041  0.0981
H18 -6.295 -5.611 -3.922  0.1140
H19 2.479 -1.191 -0.390  -0.0875
H20 -6.162 -7.917 -3.104  0.1110
H21 -0.772 -0.322 2.006  0.1213
H22 12.401 0.697 -1.791  0.1092
H23 2.259 1.666 0.553  0.0788
H24 1.058 3.053 1.595  0.0728
H25 -3.716 -3.935 -5.360  0.1092
H26 3.694 0.693 0.231  0.1022
H27 1.744 -0.126 4.636  0.0883
H28 -3.163 1.769 -2.069  0.1297
H29 -0.250 2.342 -1.250  0.1309
H30 -3.976 -2.682 -8.658  0.1141
H31 5.771 1.336 0.812  0.0891
H32 4.011 -4.848 3.483  0.0565
H33 -2.495 1.791 4.592  0.0867
H34 -4.233 -0.937 -5.264  0.1188
H35 3.803 3.169 0.903  0.1157
H36 -6.312 0.828 -2.351  0.1193
H37 11.720 0.568 -0.166  0.1132
H38 1.857 3.885 2.934  0.0907
H39 12.056 2.945 -0.257  0.1149
H40 -6.490 -0.787 -0.143  0.1053
H41 5.751 4.248 1.681  0.1052
H42 4.344 0.413 5.480  0.0654
H43 2.285 -3.510 3.875  0.0890
H44 8.983 1.218 0.005  0.1085
H45 -7.958 -0.206 -0.938  0.1159
H46 -0.995 2.391 5.267  0.0796
H47 0.115 3.975 2.738  0.0738
H48 -4.666 -4.022 -3.165  0.0952
H49 -1.282 4.226 -1.927  0.1082
H50 4.146 -1.295 5.859  0.0555
H51 -5.297 -2.228 -4.721  0.0778
H52 2.548 -1.630 4.293  0.0595
H53 -0.698 0.814 -2.027  0.1196
H54 5.851 1.730 2.501  0.0602
H55 -5.728 -1.156 -7.187  0.1120
H56 -8.671 -1.653 -3.258  0.1188
H57 -6.846 -5.415 -2.254  0.1057
H58 1.375 -4.631 2.904  0.1087
H59 -4.654 -4.694 -1.521  0.1181
H60 0.081 -2.091 1.668  0.1063
H61 1.577 -3.511 0.961  0.1095
H62 -3.032 4.268 -2.633  0.1169
H63 2.954 -2.553 1.413  0.0358
H64 0.777 -1.839 3.218  0.0944
H65 8.170 4.122 1.562  0.0662
H66 3.766 0.967 3.483  0.0632
H67 -5.734 -2.917 -7.034  0.1129
H68 7.563 3.178 2.768  0.0630
H69 3.684 2.647 2.550  0.0955
H70 -3.456 -7.828 -2.641  0.1165

=====

no.,E_LUMO (eV)
1,-0.82
2,-1.13
3,0.27